# 1
ORCA calculation (ωB97M-V with the def2-TZVPD basis set) on 2 unconnected molecules or ions with the total composition C5H14 at a distorted geometry.

CARTESIAN COORDINATES (ANGSTROEM)
C1 -1.79 -0.06 0.12
C2 -3.09 -0.48 -0.58
C3 -0.96 0.91 -0.75
H1 -1.97 0.43 1.07
H2 -1.19 -0.93 0.35
H3 -3.26 -1.55 -0.45
H4 -0.35 1.50 -0.05
H5 -3.08 -0.35 -1.66
H6 -3.94 0.09 -0.22
H7 -0.14 0.44 -1.30
H8 -1.51 1.60 -1.38
C4 2.79 0.55 0.41
C5 2.81 -0.93 0.79
H9 1.79 0.93 0.27
H10 3.35 1.13 1.15
H11 3.28 0.89 -0.51
H12 3.65 -1.46 0.35
H13 1.89 -1.43 0.51
H14 2.86 -0.99 1.88

total energy = -198.8704 Ha
LUMO level = 1.163 eV
gap between HOMO and LUMO = 12.41 eV
energy relative to the best compared isomer or geometry (same formula, charge and spin) = 49.3 kJ/mol
SMILES = CCC.CC


# 2
ORCA calculation (ωB97M-V with the def2-TZVPD basis set) on 2 unconnected molecules or ions with the total composition C5H14 at a distorted geometry.

CARTESIAN COORDINATES (ANGSTROEM)
C1 -1.68 -1.64 -0.57
C2 -0.75 -1.56 -1.78
C3 -1.41 -0.50 0.39
H1 -2.74 -1.92 -0.73
H2 -1.49 -2.61 -0.09
H3 -0.88 -0.69 -2.43
H4 -0.72 -2.47 -2.39
H5 -0.41 -0.44 0.83
H6 -1.64 0.50 0.00
H7 0.22 -1.44 -1.29
H8 -2.14 -0.47 1.22
C4 1.70 1.74 1.65
C5 1.95 1.81 0.15
H9 2.14 0.81 2.06
H10 2.02 2.61 2.23
H11 0.70 1.66 2.10
H12 3.01 2.13 0.15
H13 1.34 2.57 -0.32
H14 2.06 0.79 -0.23

total energy = -198.8555 Ha
LUMO level = 1.115 eV
gap between HOMO and LUMO = 12.05 eV
energy relative to the best compared isomer or geometry (same formula, charge and spin) = 88.5 kJ/mol
SMILES = CCC.CC


# 3
ORCA calculation (ωB97M-V with the def2-TZVPD basis set) on 2 unconnected molecules or ions with the total composition C5H14 at a distorted geometry.

CARTESIAN COORDINATES (ANGSTROEM)
C1 0.23 -0.51 -1.77
C2 0.47 -0.92 -3.21
H1 -0.78 -0.14 -1.57
H2 0.39 -1.34 -1.08
H3 0.90 0.25 -1.36
H4 -0.22 -1.70 -3.55
H5 1.49 -1.21 -3.45
H6 0.18 -0.05 -3.80
C3 -0.90 0.36 1.78
C4 0.12 -0.42 2.62
C5 -0.14 1.50 1.06
H7 -1.30 -0.32 1.03
H8 -1.73 0.86 2.28
H9 0.61 0.19 3.37
H10 0.76 -0.97 1.93
H11 0.92 1.28 0.88
H12 -0.36 1.81 0.03
H13 -0.44 -1.15 3.22
H14 -0.20 2.46 1.58

total energy = -198.8704 Ha
LUMO level = 1.130 eV
gap between HOMO and LUMO = 12.47 eV
energy relative to the best compared isomer or geometry (same formula, charge and spin) = 49.2 kJ/mol
SMILES = CCC.CC


# 4
ORCA calculation (ωB97M-V with the def2-TZVPD basis set) on 2 unconnected molecules or ions with the total composition C5H14 at a distorted geometry.

CARTESIAN COORDINATES (ANGSTROEM)
C1 1.53 0.34 -2.78
C2 2.01 -0.77 -1.84
H1 2.40 0.82 -3.23
H2 0.80 0.04 -3.52
H3 1.01 1.15 -2.25
H4 1.47 -1.70 -2.04
H5 3.08 -0.81 -2.01
H6 1.93 -0.71 -0.75
C3 -1.73 0.06 1.22
C4 -1.91 0.81 2.57
C5 -0.30 -0.44 1.05
H7 -2.48 -0.73 1.21
H8 -2.08 0.79 0.49
H9 -1.19 0.55 3.35
H10 0.39 0.25 1.52
H11 -0.19 -1.38 1.61
H12 -0.10 -0.82 0.05
H13 -1.69 1.88 2.48
H14 -2.94 0.69 2.86

total energy = -198.8611 Ha
LUMO level = 1.134 eV
gap between HOMO and LUMO = 12.19 eV
energy relative to the best compared isomer or geometry (same formula, charge and spin) = 73.6 kJ/mol
SMILES = CCC.CC


# 5
ORCA calculation (ωB97M-V with the def2-TZVPD basis set) on 2 unconnected molecules or ions with the total composition C5H14.

CARTESIAN COORDINATES (ANGSTROEM)
C1 -0.83 -1.74 0.14
C2 -2.07 -2.48 0.69
C3 -0.05 -1.03 1.23
H1 -0.20 -2.50 -0.32
H2 -1.15 -1.08 -0.66
H3 -2.99 -2.07 0.26
H4 -2.13 -2.39 1.77
H5 -0.75 -0.52 1.90
H6 0.57 -1.72 1.81
H7 -2.06 -3.54 0.46
H8 0.60 -0.23 0.88
C4 1.85 1.87 -0.74
C5 0.95 2.98 -1.31
H9 2.74 1.75 -1.35
H10 2.04 2.04 0.32
H11 1.32 0.91 -0.76
H12 0.76 2.79 -2.37
H13 -0.02 3.01 -0.81
H14 1.44 3.94 -1.15

total energy = -198.8796 Ha
LUMO level = 1.125 eV
gap between HOMO and LUMO = 12.51 eV
energy relative to the best compared isomer or geometry (same formula, charge and spin) = 25.0 kJ/mol
SMILES = CCC.CC


# 6
ORCA calculation (ωB97M-V with the def2-TZVPD basis set) on 2 unconnected molecules or ions with the total composition C5H14 at a distorted geometry.

CARTESIAN COORDINATES (ANGSTROEM)
C1 -2.01 -1.67 -1.65
C2 -1.10 -2.04 -0.47
H1 -1.98 -2.43 -2.42
H2 -3.01 -1.39 -1.33
H3 -1.52 -0.80 -2.10
H4 -0.80 -1.19 0.13
H5 -0.17 -2.48 -0.82
H6 -1.57 -2.74 0.22
C3 1.09 1.38 1.32
C4 1.81 0.20 0.69
C5 0.35 2.26 0.30
H7 0.27 1.02 1.95
H8 1.72 2.03 1.93
H9 2.36 0.58 -0.18
H10 0.15 1.75 -0.65
H11 -0.66 2.47 0.64
H12 1.04 -0.41 0.23
H13 2.45 -0.42 1.31
H14 0.91 3.15 0.02

total energy = -198.8741 Ha
LUMO level = 1.119 eV
gap between HOMO and LUMO = 12.40 eV
energy relative to the best compared isomer or geometry (same formula, charge and spin) = 39.4 kJ/mol
SMILES = CCC.CC


# 7
ORCA calculation (ωB97M-V with the def2-TZVPD basis set) on 2 unconnected molecules or ions with the total composition C5H14 at a distorted geometry.

CARTESIAN COORDINATES (ANGSTROEM)
C1 -1.18 2.19 1.18
C2 0.34 2.06 1.35
H1 -1.58 2.79 0.36
H2 -1.63 1.22 0.97
H3 -1.62 2.52 2.13
H4 0.66 1.03 1.45
H5 0.64 2.72 2.15
H6 0.93 2.40 0.50
C3 0.42 -1.80 -1.44
C4 0.67 -2.52 -0.13
C5 -0.06 -0.35 -1.31
H7 1.32 -1.79 -2.06
H8 -0.29 -2.36 -2.05
H9 0.57 -1.91 0.78
H10 0.64 0.28 -0.77
H11 -0.13 0.00 -2.35
H12 -1.05 -0.22 -0.87
H13 -0.20 -3.16 0.10
H14 1.56 -3.11 0.01

total energy = -198.8690 Ha
LUMO level = 1.169 eV
gap between HOMO and LUMO = 12.29 eV
energy relative to the best compared isomer or geometry (same formula, charge and spin) = 52.9 kJ/mol
SMILES = CCC.CC


# 8
ORCA calculation (ωB97M-V with the def2-TZVPD basis set) on 2 unconnected molecules or ions with the total composition C5H14 at a distorted geometry.

CARTESIAN COORDINATES (ANGSTROEM)
C1 0.41 -0.56 -1.65
C2 -0.64 0.58 -1.63
C3 1.83 0.05 -1.76
H1 0.16 -1.30 -2.40
H2 0.48 -1.04 -0.67
H3 -0.99 0.70 -2.66
H4 -1.42 0.46 -0.88
H5 2.27 -0.25 -2.70
H6 2.43 -0.10 -0.84
H7 -0.20 1.58 -1.55
H8 1.92 1.14 -1.63
C4 -0.47 -0.82 2.12
C5 -1.11 0.55 2.43
H9 0.57 -0.56 1.84
H10 -0.29 -1.55 2.91
H11 -1.00 -1.36 1.34
H12 -2.17 0.28 2.54
H13 -0.91 0.88 3.46
H14 -0.87 1.33 1.74

total energy = -198.8485 Ha
LUMO level = 1.147 eV
gap between HOMO and LUMO = 11.99 eV
energy relative to the best compared isomer or geometry (same formula, charge and spin) = 106.9 kJ/mol
SMILES = CCC.CC


# 9
ORCA calculation (ωB97M-V with the def2-TZVPD basis set) on 2 unconnected molecules or ions with the total composition C5H14.

CARTESIAN COORDINATES (ANGSTROEM)
C1 -1.25 1.83 -0.65
C2 -2.42 2.72 -0.22
H1 -0.38 2.40 -0.98
H2 -0.94 1.21 0.19
H3 -1.54 1.16 -1.46
H4 -3.25 2.11 0.13
H5 -2.74 3.37 -1.04
H6 -2.11 3.36 0.60
C3 1.09 -1.38 -0.20
C4 2.42 -0.98 0.45
C5 0.40 -2.52 0.55
H7 0.45 -0.51 -0.24
H8 1.31 -1.69 -1.22
H9 2.91 -0.20 -0.13
H10 3.09 -1.84 0.50
H11 1.08 -3.36 0.70
H12 0.06 -2.19 1.53
H13 2.29 -0.62 1.47
H14 -0.47 -2.88 0.01

total energy = -198.8886 Ha
LUMO level = 1.056 eV
gap between HOMO and LUMO = 12.51 eV
energy relative to the best compared isomer or geometry (same formula, charge and spin) = 1.5 kJ/mol
SMILES = CCC.CC


# 10
ORCA calculation (ωB97M-V with the def2-TZVPD basis set) on 2 unconnected molecules or ions with the total composition C5H14 at a distorted geometry.

CARTESIAN COORDINATES (ANGSTROEM)
C1 1.99 -1.31 -0.53
C2 2.27 0.19 -0.59
C3 0.40 -1.57 -0.40
H1 2.46 -1.77 0.37
H2 2.22 -1.78 -1.48
H3 3.36 0.40 -0.72
H4 1.90 0.57 -1.50
H5 0.41 -2.65 -0.52
H6 1.86 0.76 0.24
H7 -0.12 -0.93 -1.10
H8 0.23 -1.32 0.63
C4 -1.40 0.96 0.47
C5 -2.82 1.26 0.98
H9 -1.08 0.05 0.93
H10 -1.47 1.08 -0.66
H11 -0.75 1.78 0.78
H12 -3.59 1.05 0.25
H13 -3.03 0.85 1.98
H14 -2.85 2.38 0.89

total energy = -198.8478 Ha
LUMO level = 1.126 eV
gap between HOMO and LUMO = 11.80 eV
energy relative to the best compared isomer or geometry (same formula, charge and spin) = 108.5 kJ/mol
SMILES = CCC.CC


# 11
ORCA calculation (ωB97M-V with the def2-TZVPD basis set) on 2 unconnected molecules or ions with the total composition C5H14 at a distorted geometry.

CARTESIAN COORDINATES (ANGSTROEM)
C1 -0.45 -0.01 1.28
C2 -1.97 -0.10 1.19
C3 0.17 -1.32 1.83
H1 0.04 0.36 0.39
H2 -0.20 0.69 2.12
H3 -2.42 0.15 2.05
H4 -0.17 -2.27 1.43
H5 -2.34 -1.12 0.88
H6 -2.23 0.66 0.42
H7 1.30 -1.46 1.63
H8 -0.03 -1.32 2.96
C4 1.58 0.26 -1.76
C5 0.45 1.14 -2.20
H9 1.67 0.16 -0.63
H10 1.48 -0.68 -2.25
H11 2.56 0.80 -2.13
H12 -0.45 0.96 -1.83
H13 0.66 2.18 -1.96
H14 0.36 0.95 -3.42

total energy = -198.8367 Ha
LUMO level = 1.129 eV
gap between HOMO and LUMO = 12.32 eV
energy relative to the best compared isomer or geometry (same formula, charge and spin) = 137.7 kJ/mol
SMILES = CCC.CC


# 12
ORCA calculation (ωB97M-V with the def2-TZVPD basis set) on 2 unconnected molecules or ions with the total composition C5H14.

CARTESIAN COORDINATES (ANGSTROEM)
C1 -0.59 1.02 -1.18
C2 0.74 1.62 -1.40
C3 -1.20 -0.09 -2.09
H1 -1.31 1.82 -1.62
H2 -0.79 0.84 -0.14
H3 0.79 2.56 -0.82
H4 1.45 0.96 -0.86
H5 -2.11 0.19 -2.63
H6 -1.46 -0.92 -1.43
H7 0.95 1.78 -2.46
H8 -0.40 -0.32 -2.80
C4 0.74 -0.84 1.54
C5 0.23 -1.51 2.83
H9 1.82 -0.89 1.49
H10 0.34 -1.37 0.68
H11 0.44 0.20 1.51
H12 0.89 -2.33 3.12
H13 0.20 -0.77 3.62
H14 -0.76 -1.93 2.67

total energy = -198.4806 Ha
2S+1 = 2
<S²> = 0.753
LUMO level (spin up / spin down) = -3.290 / -10.289 eV
gap between HOMO and LUMO (spin up / spin down) = 11.89 / 4.89 eV
energy relative to the best compared isomer or geometry (same formula, charge and spin) = 16.7 kJ/mol
net charge = +1


# 13
ORCA calculation (ωB97M-V with the def2-TZVPD basis set) on 2 unconnected molecules or ions with the total composition C5H14 at a distorted geometry.

CARTESIAN COORDINATES (ANGSTROEM)
C1 0.91 0.51 1.37
C2 1.66 -0.36 0.39
C3 0.09 -0.13 2.42
H1 1.76 1.08 1.85
H2 0.37 1.31 0.84
H3 0.93 -1.12 -0.01
H4 -0.66 0.53 2.84
H5 -0.36 -1.09 2.11
H6 0.73 -0.60 3.20
H7 2.17 0.33 -0.28
H8 2.35 -1.10 0.83
C4 -1.21 0.56 -2.53
C5 -1.31 -0.40 -1.38
H9 -2.03 0.38 -3.24
H10 -1.27 1.60 -2.24
H11 -0.29 0.47 -3.09
H12 -1.84 -0.02 -0.50
H13 -0.28 -0.56 -0.95
H14 -1.72 -1.38 -1.63

total energy = -198.4719 Ha
2S+1 = 2
<S²> = 0.754
LUMO level (spin up / spin down) = -2.841 / -10.558 eV
gap between HOMO and LUMO (spin up / spin down) = 13.20 / 4.82 eV
energy relative to the best compared isomer or geometry (same formula, charge and spin) = 39.5 kJ/mol
net charge = +1